Record 1
Below is one molecule with the formula C11H7NOS, with properties calculated with the ωB97M-V functional and the def2-TZVPD basis.

Last column: Mulliken charge in e.
Atoms and positions in Å:
C  3.26  -0.53  -0.07  -0.542
C  3.23  0.85  -0.14  -0.648
C  2.06  -1.20  0.07  -0.033
C  2.01  1.49  -0.05  -0.260
C  -2.57  -1.73  0.05  -0.746
C  -3.77  -1.13  -0.11  -0.195
C  0.81  -0.60  0.14  0.413
C  -1.39  -0.94  0.12  0.463
C  0.78  0.86  0.10  -0.112
C  -1.98  0.70  0.04  0.159
C  -1.52  2.04  0.08  -0.193
N  -0.22  -1.61  0.19  -0.535
O  -0.15  2.02  0.20  -0.312
S  -3.74  0.58  -0.15  -0.221
H  4.19  -1.08  -0.12  0.381
H  4.13  1.43  -0.25  0.376
H  2.04  -2.28  0.12  0.431
H  1.98  2.57  -0.09  0.381
H  -2.45  -2.80  0.08  0.375
H  -4.71  -1.63  -0.23  0.416
H  -2.01  2.98  0.03  0.404

Properties
ΔE to the lowest compared entry with this formula, charge and spin	295.0	kJ/mol
structure (SMILES)	C1=c2sccc2=Nc2ccccc2O1
E_HOMO (alpha / beta)	-7.38 / -7.38	eV



Record 2
Below is C11H8AsF3N2O4S7Tc as an isolated structure, with properties calculated with the ωB97M-V functional and the def2-TZVPD basis.

Last column: Mulliken charge in e.
Atoms and positions in Å:
Tc  -0.44  -0.75  -0.42  0.652
F  0.41  0.46  5.19  -0.218
C  1.35  0.82  4.29  0.724
F  1.08  2.00  3.62  -0.221
F  2.45  1.04  5.06  -0.282
C  1.52  -0.28  3.25  -0.305
C  2.44  -1.25  3.40  -0.164
C  2.60  -2.25  2.48  -0.871
C  1.81  -2.27  1.36  -0.412
N  0.92  -1.26  1.14  0.089
C  0.62  -0.37  2.10  0.833
S  -0.62  0.69  1.58  -0.458
H  3.12  -1.23  4.24  0.503
H  3.36  -3.04  2.56  0.356
H  1.88  -3.03  0.60  0.458
S  -3.62  -4.53  2.21  -0.339
As  -2.41  -4.19  0.59  0.392
S  -1.99  -2.08  0.84  0.013
S  0.30  -2.24  -1.70  -0.056
S  -1.42  -5.41  -0.63  -0.311
O  -1.98  0.16  -1.11  -0.764
N  -1.89  1.32  -1.75  0.565
C  -1.92  1.32  -3.09  0.035
C  -1.86  2.54  -3.76  -0.660
C  -1.77  3.70  -3.00  -0.134
C  -1.78  3.68  -1.63  -0.996
C  -1.92  2.46  -1.01  -0.034
H  -1.76  0.36  -3.56  0.434
H  -1.72  2.51  -4.85  0.364
H  -1.60  4.59  -3.57  0.391
H  -1.74  4.52  -1.01  0.503
H  -2.04  2.29  0.06  0.567
O  0.81  0.15  -3.88  -0.564
S  1.80  -0.04  -2.83  1.067
O  3.17  0.34  -3.08  -0.589
O  1.77  -1.63  -2.50  -0.341
S  1.07  0.88  -1.18  -0.230

Properties
ΔE to the lowest compared entry with this formula, charge and spin	73.8	kJ/mol
E_HOMO (alpha / beta)	-8.64 / -8.63	eV
spin multiplicity	2
expectation value of S²	0.768



Record 3
Below is C11H8BCoN4O5 as an isolated structure, with properties calculated with the ωB97M-V functional and the def2-TZVPD basis.

Last column: Mulliken charge in e.
Atoms and positions in Å:
Co  1.54  -2.17  -0.39  0.275
O  -2.38  2.14  0.27  -0.590
C  -1.54  1.68  -0.41  0.189
C  -1.53  -0.74  -1.16  0.122
O  -2.61  -1.31  -1.31  -0.713
C  -0.29  -0.93  -2.00  0.562
C  1.20  0.21  -0.76  -0.015
O  2.37  -0.21  -0.61  -0.757
C  -1.24  4.38  -4.63  0.186
O  -0.55  4.78  -5.47  -0.198
O  0.22  -2.00  -2.23  -0.776
B  1.01  0.53  1.70  0.024
N  1.00  -0.93  2.28  0.146
C  0.62  -1.33  3.49  -0.130
C  0.44  -2.74  3.43  -0.740
C  0.55  -3.11  2.12  -0.261
N  1.05  -2.04  1.41  -0.217
N  0.39  0.47  0.24  0.163
C  -1.11  0.26  0.01  0.233
C  -0.91  2.09  -1.67  -0.382
C  0.05  1.48  -2.40  -0.345
N  0.60  0.27  -2.04  0.122
H  2.05  1.06  1.95  -0.153
H  0.33  1.31  2.26  -0.179
H  0.34  -0.63  4.31  0.367
H  0.32  -3.36  4.31  0.347
H  0.42  -4.09  1.64  0.375
H  -1.47  0.04  1.00  0.589
H  -1.33  2.97  -2.04  0.388
H  0.43  1.94  -3.32  0.367

Properties
E_HOMO (alpha / beta)	-2.71 / -4.36	eV
spin multiplicity	4
expectation value of S²	3.777
net charge	-1



Record 4
Below is C11H8Br3V as an isolated structure, with properties calculated with the ωB97M-V functional and the def2-TZVPD basis.

Last column: Mulliken charge in e.
Atoms and positions in Å:
V  -1.36  0.97  -0.05  -0.480
Br  -3.08  0.87  -1.47  -0.074
C  -1.15  -0.85  0.50  0.086
C  -1.44  -2.08  1.07  -0.710
C  -0.46  -3.07  0.99  -0.572
C  0.76  -2.84  0.37  -0.592
C  1.08  -1.61  -0.23  0.571
C  2.28  -1.32  -0.92  -0.650
C  2.51  -0.09  -1.50  -0.704
C  1.55  0.93  -1.46  -0.470
C  0.39  0.66  -0.79  0.594
C  0.10  -0.58  -0.16  1.875
H  -2.39  -2.28  1.55  0.452
H  -0.66  -4.03  1.44  0.435
H  1.50  -3.63  0.36  0.472
H  3.03  -2.09  -0.99  0.465
H  3.44  0.08  -2.03  0.436
H  1.74  1.88  -1.94  0.351
Br  -0.79  3.71  -0.59  0.026
C  -1.59  4.03  1.14  -0.460
Br  -2.09  2.29  1.88  0.085
H  -2.49  4.60  1.03  0.422
H  -0.86  4.46  1.81  0.440

Properties
E_HOMO (alpha / beta)	-16.13 / -16.13	eV
net charge	+2



Record 5
Below is C11H8BrNO4Yb as an isolated structure, with properties calculated with the ωB97M-V functional and the def2-TZVPD basis.

Last column: Mulliken charge in e.
Atoms and positions in Å:
Yb  0.07  0.29  -1.21  -0.438
O  0.07  3.70  -0.90  -0.022
C  0.07  2.55  -0.96  0.563
C  0.11  -1.98  -1.08  0.564
O  0.08  -3.12  -0.88  -0.053
C  2.33  0.30  -1.14  0.616
O  3.47  0.31  -1.13  -0.014
C  -2.17  0.31  -1.16  0.562
O  -3.32  0.29  -1.13  -0.019
C  0.08  0.99  -3.41  -0.533
H  -0.86  1.57  -3.50  0.452
H  1.01  1.58  -3.50  0.447
C  0.08  -0.40  -3.40  -0.514
H  1.01  -0.97  -3.50  0.468
H  -0.86  -0.98  -3.50  0.468
Br  -1.87  -2.69  3.87  -0.038
C  -0.84  -1.32  3.11  -0.574
C  -0.05  -0.49  3.91  0.025
C  0.72  0.51  3.31  -0.962
C  0.70  0.66  1.93  0.156
N  -0.09  -0.16  1.23  -0.147
C  -0.85  -1.15  1.72  0.140
H  -0.05  -0.63  4.98  0.542
H  1.33  1.18  3.88  0.441
H  1.28  1.43  1.41  0.386
H  -1.44  -1.76  1.07  0.485

Properties
ΔE to the lowest compared entry with this formula, charge and spin	165.3	kJ/mol
E_HOMO (alpha / beta)	-18.56 / -18.56	eV
spin multiplicity	2
expectation value of S²	0.751
net charge	+3



Record 6
Below is C11H8CrNO5 as an isolated structure, with properties calculated with the ωB97M-V functional and the def2-TZVPD basis.

Last column: Mulliken charge in e.
Atoms and positions in Å:
O  2.38  2.18  0.66  -0.209
C  1.54  1.44  0.41  0.383
Cr  -0.01  0.03  -0.13  -0.348
O  -1.73  1.27  2.14  -0.228
C  -1.10  0.87  1.25  0.415
C  -1.29  -1.36  -0.40  0.417
O  -2.04  -2.23  -0.61  -0.254
C  0.95  -1.16  -1.45  0.343
O  1.03  -2.01  -2.27  -0.341
C  -0.61  1.06  -1.60  0.470
O  -0.98  1.60  -2.57  -0.237
H  1.78  -0.28  -0.93  0.108
C  2.20  -3.35  4.90  -1.414
C  1.71  -2.60  3.69  1.178
C  0.35  -2.50  3.44  -0.970
C  -0.11  -1.77  2.34  -0.012
N  0.76  -1.18  1.50  0.206
C  2.09  -1.30  1.70  -0.132
C  2.59  -2.00  2.79  -0.985
H  1.80  -2.92  5.83  0.349
H  1.89  -4.40  4.88  0.346
H  3.29  -3.32  4.95  0.343
H  -0.38  -2.96  4.11  0.421
H  -1.17  -1.67  2.14  0.386
H  2.75  -0.81  0.97  0.422
H  3.67  -2.06  2.94  0.345

Properties
ΔE to the lowest compared entry with this formula, charge and spin	0.0	kJ/mol
E_HOMO (alpha / beta)	-10.90 / -12.83	eV
spin multiplicity	5
expectation value of S²	6.046
net charge	+1



For the records above, the corresponding largest force on an atom values read 0.158, 0.048, 0.096, 0.072, 0.172, 0.154 hartree/bohr.